Formula: C3HNO2
Source: OMol25
Level of theory: ωB97M-V/def2-TZVPD

SMILES: O=C=C=O.C#N
HOMO (spin up / spin down) (eV): -9.40 / -9.37
Electronic energy (Ha): -320.01135
Multiplicity: 1
HOMO-LUMO gap (spin up / spin down) (eV): 7.50 / 7.47

Last column: Mulliken charge in e.
Atoms and positions in Å:
H (1.195, -0.873, 1.415)  0.273
N (-0.388, -2.339, 0.972)  -0.336
C (0.007, 0.950, -1.341)  0.465
O (0.562, 0.403, -2.187)  -0.322
O (-1.223, 1.953, 0.494)  -0.400
C (-0.684, 1.597, -0.526)  0.251
C (0.531, -1.690, 1.173)  0.069

---

Formula: C3HNO2
Source: OMol25
Level of theory: ωB97M-V/def2-TZVPD

HOMO (spin up / spin down) (eV): -9.51 / -13.14
Expectation value of S²: 2.017
Electronic energy (Ha): -320.02690
Multiplicity: 3
HOMO-LUMO gap (spin up / spin down) (eV): 10.06 / 11.62

Last column: Mulliken charge in e.
Atoms and positions in Å:
O (-0.085, 2.196, 0.918)  -0.365
C (-0.484, 1.109, 1.097)  0.333
H (1.893, -0.982, -1.184)  0.263
N (0.151, -0.635, -2.451)  -0.314
O (-1.453, -1.035, 1.817)  -0.399
C (1.003, -0.694, -1.725)  0.057
C (-1.024, 0.041, 1.529)  0.424

---

Formula: C3HNO3
Source: OMol25
Level of theory: ωB97M-V/def2-TZVPD

HOMO (eV): -11.63
Electronic energy (Ha): -395.37686
Multiplicity: 1
HOMO-LUMO gap (eV): 12.51

Last column: Mulliken charge in e.
Atoms and positions in Å:
C (0.752, -0.332, -1.480)  -0.123
N (1.487, -0.074, -2.337)  -0.166
H (2.112, 0.164, -3.078)  0.296
O (0.422, -0.462, 2.421)  -0.347
C (-1.307, 1.042, 0.067)  0.155
O (-1.637, -1.452, 2.403)  -0.355
C (-0.609, -0.953, 2.400)  0.715
O (-1.219, 2.067, -0.397)  -0.175

---

Formula: C3HNOS2
Source: OMol25
Level of theory: ωB97M-V/def2-TZVPD

SMILES: O=C1N=CC(=S)S1
HOMO (eV): -9.71
Electronic energy (Ha): -1041.27195
Multiplicity: 1
HOMO-LUMO gap (eV): 7.58

Last column: Mulliken charge in e.
Atoms and positions in Å:
C (0.694, -0.171, 0.668)  -0.066
C (0.196, 0.564, -1.367)  0.474
S (-1.535, -1.018, 2.030)  -0.205
C (-0.786, -0.407, 0.749)  0.325
H (1.300, -0.408, 1.547)  0.415
N (1.198, 0.321, -0.384)  -0.431
S (-1.467, 0.095, -0.784)  -0.086
O (0.401, 1.024, -2.460)  -0.427

---

Formula: C3HNaO
Source: OMol25
Level of theory: ωB97M-V/def2-TZVPD

HOMO (spin up / spin down) (eV): -12.05 / -15.12
Expectation value of S²: 0.753
Electronic energy (Ha): -352.07861
Net charge: +1
Multiplicity: 2
HOMO-LUMO gap (spin up / spin down) (eV): 7.19 / 10.19

Last column: Mulliken charge in e.
Atoms and positions in Å:
C (-0.010, -0.182, -0.102)  0.597
H (2.054, 1.429, -0.133)  0.386
Na (-3.580, -0.946, -0.068)  1.002
O (-1.192, -0.063, 0.061)  -0.532
C (1.229, -0.742, 0.247)  -0.528
C (1.498, 0.504, -0.006)  0.075

---

Formula: C3HO2Rb
Source: OMol25
Level of theory: ωB97M-V/def2-TZVPD

HOMO (eV): -6.89
Electronic energy (Ha): -289.35153
Multiplicity: 1
HOMO-LUMO gap (eV): 5.67

Last column: Mulliken charge in e.
Atoms and positions in Å:
O (0.647, 1.643, -1.044)  -0.348
H (0.652, -2.954, 0.591)  0.333
C (-1.081, -1.442, 0.429)  -0.638
Rb (-2.929, 1.135, -1.429)  0.839
C (-0.067, -2.157, 0.484)  -0.507
O (1.595, 1.796, 1.020)  -0.278
C (1.183, 1.979, -0.052)  0.599

---

Formula: C3HO3
Source: OMol25
Level of theory: ωB97M-V/def2-TZVPD

SMILES: O=CC1=C([O-])O1
HOMO (eV): -3.04
Electronic energy (Ha): -340.57757
Net charge: -1
Multiplicity: 1
HOMO-LUMO gap (eV): 7.31

Last column: Mulliken charge in e.
Atoms and positions in Å:
O (-1.962, 0.645, 1.136)  -0.650
H (1.323, 1.179, -0.425)  0.262
C (1.023, 0.197, -0.808)  0.151
C (-1.006, -0.012, 0.836)  0.862
O (-0.938, -1.296, 0.500)  -0.363
O (1.274, -0.307, -1.853)  -0.520
C (0.286, -0.407, 0.614)  -0.741

---

Formula: C3HO3Pb
Source: OMol25
Level of theory: ωB97M-V/def2-TZVPD

HOMO (spin up / spin down) (eV): -11.15 / -11.13
Electronic energy (Ha): -532.91878
Net charge: +1
Multiplicity: 1
HOMO-LUMO gap (spin up / spin down) (eV): 3.71 / 3.68

Last column: Mulliken charge in e.
Atoms and positions in Å:
Pb (3.208, 1.857, -0.207)  1.132
O (0.339, -1.136, 0.045)  -0.126
C (0.624, 0.137, 0.018)  0.383
O (1.758, 0.440, -0.399)  -0.479
H (-0.514, 0.789, -0.018)  0.298
C (-2.033, -0.854, 0.176)  1.018
C (-0.965, -1.547, 0.302)  -0.714
O (-2.416, 0.313, 0.084)  -0.512

---

Computed strongest force on any atom (Eh/bohr) in order:
0.096 0.076 0.037 0.030 0.061 0.087 0.117 0.139